{
  "formula": "C5H8O3",
  "method": "the ωB97M-V functional and the def2-TZVPD basis",
  "symbols": ["O", "C", "C", "O", "C", "C", "C", "O", "H", "H", "H", "H", "H", "H", "H", "H"],
  "positions_angstrom": [[1.249, 1.583, 0.432], [0.378, 1.017, -0.396], [-1.108, 1.178, 0.093], [-1.722, 0.095, -0.737], [-0.952, -0.916, -0.178], [-0.036, -1.155, 1.135], [0.537, -0.594, -0.062], [1.582, -1.009, -0.823], [2.022, 1.071, 0.107], [0.576, 1.530, -1.514], [-1.469, 2.079, -0.352], [-1.093, 1.092, 1.227], [-1.137, -1.914, -0.445], [0.178, -0.686, 2.136], [-0.282, -2.401, 1.189], [1.277, -0.971, -1.813]],
  "mulliken_charge": [-0.5174, 0.2188, -0.7626, -0.4374, -0.4947, -0.8194, 0.5816, -0.6147, 0.3913, 0.3160, 0.4494, 0.2930, 0.4978, 0.3036, 0.2018, 0.3928],
  "multiplicity": 1,
  "e_homo_ev": -8.64,
  "smiles": "O[C@@H]1CO[C@@H]2C[C@]12O",
  "total_charge": 0
}



{
  "formula": "C5H8O3",
  "method": "the ωB97M-V functional and the def2-TZVPD basis",
  "symbols": ["C", "C", "C", "C", "C", "O", "O", "O", "H", "H", "H", "H", "H", "H", "H", "H"],
  "positions_angstrom": [[-0.263, 0.295, 0.026], [-1.243, -0.579, -0.004], [1.906, -0.366, -0.122], [-2.712, -0.248, 0.018], [2.910, 0.699, -0.081], [2.022, -1.534, -0.065], [-0.157, 1.670, -0.061], [-1.117, -1.932, 0.045], [-3.145, -1.230, 0.084], [-3.143, 0.289, 0.809], [-2.899, 0.322, -0.912], [2.711, 0.697, 1.069], [2.464, 1.638, -0.581], [3.981, 0.587, -0.299], [-1.008, 1.918, -0.364], [-0.308, -2.227, 0.439]],
  "mulliken_spin": [0.8696, -0.0407, 0.5441, 0.0651, 0.2163, 0.3070, 0.0232, 0.0071, 0.0032, -0.0027, -0.0027, -0.0088, -0.0043, 0.0040, 0.0197, -0.0001],
  "multiplicity": 3,
  "e_homo_ev": [-5.75, -8.07],
  "total_charge": 0
}



Values of total energy, in order: -11451.7034, -11450.0183, all in eV.